(1)
The following is a DFT calculation (ωB97M-V/def2-TZVPD) of C10H13N2O3ReS4Sb as an isolated structure.

- Kohn-Sham gap: 7.14 eV
- Total charge: +3
- Electronic energy: -2634.33791 Eh
- Molar mass: 645.46 u

```
34
Properties=species:S:1:pos:R:3:forces:R:3
Re -0.27964 -0.03905 -0.07601 0.3 -0.1 -0.8
O 2.25896 -3.00340 -0.97736 0.0 0.0 -0.1
C 1.27024 -2.37585 -0.91548 -0.1 -0.1 0.0
O 1.25566 -1.02796 -0.57233 0.0 0.2 0.0
C -0.12901 -2.81083 -1.17670 0.1 0.0 -0.1
C -0.43141 -4.05350 -1.67894 -0.1 0.0 0.0
C -1.76449 -4.34002 -1.95942 0.0 0.0 0.0
C -2.72211 -3.36089 -1.73000 0.0 0.0 0.0
C -2.34163 -2.13530 -1.22037 -0.1 0.0 0.1
N -1.05414 -1.86253 -0.93857 0.1 0.0 0.1
H 0.36861 -4.76219 -1.84992 0.0 0.0 0.0
H -2.04573 -5.30467 -2.36180 0.0 0.0 0.0
H -3.76711 -3.53529 -1.94644 0.0 0.0 0.0
H -3.07023 -1.36382 -1.01841 0.0 0.0 0.0
S -3.06061 4.68571 0.01399 -0.1 -0.1 0.0
Sb -4.14746 2.86130 0.28003 -0.3 0.2 0.1
S -0.91786 -0.38051 1.82799 -0.3 -0.1 0.5
S -1.73257 1.03938 -1.14961 0.1 0.0 0.0
S -5.41120 1.17662 0.67944 0.1 0.1 0.0
C 4.24107 2.89950 -0.50379 0.0 0.0 0.0
N 3.03465 2.38321 0.17565 -0.1 0.0 0.0
C 2.99705 2.55674 1.63609 0.0 0.0 0.0
C 2.10209 1.79384 -0.49778 0.2 -0.1 0.0
C 2.20613 1.61415 -1.97351 0.0 0.0 0.0
O 1.03315 1.37580 0.15776 -0.1 0.0 0.1
H 4.83897 3.42935 0.23036 0.0 0.0 0.0
H 3.96569 3.58890 -1.29879 0.0 0.0 0.0
H 4.82415 2.07359 -0.90832 0.0 0.0 0.0
H 3.85130 2.03541 2.06552 0.0 0.0 0.0
H 2.07622 2.16224 2.04636 0.0 0.0 0.0
H 3.07928 3.61877 1.85965 0.0 0.0 0.0
H 2.29232 2.58516 -2.46493 0.0 0.0 0.0
H 1.33397 1.10354 -2.37228 0.0 0.0 0.0
H 3.09925 1.04018 -2.22560 0.0 0.0 0.0
```
Positions in Å, forces in eV/Å.

(2)
The following is a DFT calculation (ωB97M-V/def2-TZVPD) of C16H35N2NiO2Se2Si2 as an isolated structure.

- Relative energy (zero: lowest compared OMol25 entry of this formula, charge and spin): 46.8 kJ/mol
- 2S+1: 3
- Expectation value of S²: 2.008
- Kohn-Sham gap (spin up / spin down): 6.15 / 6.33 eV
- Total charge: -1
- Electronic energy: -7780.92796 Eh
- Molar mass: 560.25 u

```
60
Properties=species:S:1:pos:R:3:forces:R:3
Ni -0.22633 -0.08378 0.24427 0.3 -0.4 -0.4
O -2.95819 -0.13798 1.97343 0.3 0.4 -0.1
C -3.15373 -1.46455 2.34762 -0.1 -0.8 0.3
C -1.96923 -2.47977 2.32517 0.2 0.5 0.0
C -2.56533 -3.69678 3.06012 0.0 0.0 -0.1
O -1.67567 -4.79589 3.19331 0.0 -0.1 0.0
C -0.75100 -2.01477 3.14750 -0.3 0.3 -0.1
Se 0.45605 -0.59694 2.46968 0.0 -0.2 0.3
C -1.50091 -2.94637 0.92281 -0.1 0.1 -0.3
Se -1.84673 -1.83120 -0.68870 -0.1 0.5 0.4
H -2.74762 -0.16031 1.03143 0.1 0.0 -0.3
H -3.96870 -1.89329 1.74533 0.0 -0.1 0.1
H -3.49572 -1.41536 3.38776 0.0 -0.1 0.0
H -3.47964 -4.01445 2.53589 0.0 0.0 0.0
H -2.84128 -3.41814 4.08005 0.0 0.0 0.0
H -1.25902 -4.94316 2.33704 0.0 0.0 0.0
H -0.08808 -2.86759 3.28461 -0.1 0.0 0.1
H -1.09533 -1.68522 4.13080 0.0 0.0 0.0
H -1.96262 -3.90817 0.68058 0.0 0.0 0.0
H -0.41703 -3.06476 0.90530 0.0 -0.1 0.2
C -3.11754 3.32402 -2.88534 -0.1 -0.1 -0.1
N -2.34333 2.92996 -1.73035 0.1 -0.1 0.1
C -1.87100 3.74740 -0.73044 0.1 0.1 0.1
C -1.19824 2.94039 0.13636 -0.1 0.1 0.1
N -1.25388 1.65219 -0.31771 0.0 -0.3 -0.2
C -1.94867 1.67552 -1.43110 0.0 0.1 0.0
H -3.26946 4.40004 -2.86648 0.0 0.0 0.0
H -4.08768 2.82718 -2.87675 0.0 0.1 0.0
H -2.59628 3.05717 -3.80438 0.0 0.0 0.0
H -2.03116 4.81104 -0.74198 0.0 0.0 0.0
H -0.68163 3.19648 1.04523 0.0 0.0 0.0
H -2.19407 0.80907 -2.02413 0.0 0.0 0.0
C 3.53119 -0.65798 -3.15383 -0.2 0.1 -0.1
Si 1.76223 -0.72179 -2.42877 0.3 0.0 0.2
C 1.32676 -2.56061 -2.57428 -0.1 0.2 0.1
C 0.70819 0.26530 -3.67083 0.0 -0.1 0.2
C 1.69945 -0.05990 -0.69190 -0.5 0.6 -0.2
Si 2.49343 1.58781 -0.34652 0.4 -0.2 -0.1
C 1.86423 3.00176 -1.46268 -0.1 -0.3 0.1
C 4.38302 1.59674 -0.65180 -0.2 0.1 0.0
C 2.36266 2.16114 1.46171 -0.3 -0.1 -0.3
H 3.58969 -1.20375 -4.10007 0.0 0.0 0.0
H 4.25146 -1.10392 -2.46474 0.0 0.0 0.0
H 3.84394 0.37066 -3.34594 0.0 0.0 0.0
H 1.47186 -2.92426 -3.59572 0.1 0.1 0.0
H 0.29077 -2.74528 -2.29562 0.0 0.0 0.1
H 1.96227 -3.15340 -1.91124 0.0 0.0 0.0
H 0.78726 -0.16777 -4.67115 0.0 0.0 0.0
H 1.04171 1.30417 -3.72586 0.0 0.0 0.0
H -0.34501 0.25877 -3.38160 0.0 0.0 0.0
H 2.18036 -0.79652 -0.03516 0.1 0.0 0.0
H 2.25521 2.88401 -2.47620 0.0 0.0 0.0
H 2.20437 3.96962 -1.08618 0.0 0.0 0.0
H 0.77521 3.02699 -1.52378 0.0 0.0 0.0
H 4.61490 1.54078 -1.71662 0.0 0.0 0.0
H 4.86577 0.74745 -0.16321 0.0 0.0 0.0
H 4.84243 2.51037 -0.26272 0.0 0.0 0.0
H 1.33472 2.11485 1.82821 0.0 0.0 0.1
H 2.72680 3.18337 1.59379 0.1 0.0 -0.1
H 2.95457 1.50440 2.10228 0.0 0.0 0.0
```
Positions in Å, forces in eV/Å.

(3)
The following is a DFT calculation (ωB97M-V/def2-TZVPD) of CH10F5N2OPtTe as an isolated structure in a non-equilibrium geometry.

- 2S+1: 5
- Expectation value of S²: 6.014
- Kohn-Sham gap (spin up / spin down): 6.50 / 6.81 eV
- Total charge: +1
- Electronic energy: -1115.00466 Eh
- Molar mass: 483.77 u

```
21
Properties=species:S:1:pos:R:3:forces:R:3
C -2.04986 0.64984 -1.38132 -1.9 0.9 -1.1
Pt -0.19236 0.09827 -0.13946 0.4 0.2 3.0
N 1.56268 -0.14717 1.08419 1.3 -0.2 0.5
N 0.77533 -0.64684 -1.72069 1.0 -1.1 -2.4
H 1.50710 -1.05309 1.56719 0.0 0.2 0.0
H -1.21057 1.27920 -0.94039 -1.1 0.4 -0.8
H -2.92685 1.17451 -0.99138 0.1 0.0 -0.1
H -2.24132 -0.40768 -1.19337 0.1 -0.1 0.2
H -2.01200 0.78122 -2.46318 0.1 0.1 0.1
H 1.14469 -1.57752 -1.51701 0.2 0.1 -0.3
H 1.54230 -0.02322 -1.97908 0.0 -0.4 -0.2
H 0.16367 -0.73700 -2.53722 0.4 0.0 0.0
H 2.41582 -0.09815 0.52468 0.0 0.0 0.4
H 1.59717 0.55702 1.83582 0.1 -0.3 -0.1
F -2.78769 -0.87582 2.77735 -0.5 0.2 -0.6
Te -1.11038 -0.04628 3.18382 -0.6 -2.5 7.6
F -0.18238 -1.65697 2.49722 0.4 -0.6 -0.8
F -1.15044 -0.73170 4.95927 0.0 -0.1 0.0
F -1.83383 1.56356 3.87524 -0.2 0.1 -0.3
F 0.66060 0.66828 3.58947 0.5 0.4 -0.7
O -1.10739 0.82223 1.51765 -0.5 2.9 -4.6
```
Positions in Å, forces in eV/Å.

(4)
The following is a DFT calculation (ωB97M-V/def2-TZVPD) of a 19-piece molecular cluster, C16H74N4O19 overall in a non-equilibrium geometry.

- Kohn-Sham gap: 8.82 eV
- Total charge: 0
- Electronic energy: -2302.39030 Eh
- Molar mass: 626.78 u

```
113
Properties=species:S:1:pos:R:3:forces:R:3
C -0.50955 -4.01362 6.13502 -1.9 -1.8 -1.7
C -0.68803 -3.66218 4.58311 -0.4 1.1 3.5
C -1.84663 -2.65275 4.47800 -1.9 -1.2 -1.5
O -1.65571 -1.40045 5.00490 -0.1 1.0 2.2
C -1.32765 -0.29612 4.21939 2.0 0.2 -0.8
N 0.47992 -2.96586 4.30413 2.9 1.9 -1.7
H -0.28852 -3.19910 6.82480 0.2 0.2 -0.6
H 0.19960 -4.84086 6.16492 0.3 0.2 0.4
H -1.47401 -4.43754 6.41466 0.0 -0.2 0.6
H -0.71959 -4.51584 3.90607 -0.9 -0.3 0.4
H -2.72370 -3.06758 4.97475 0.0 -0.2 0.3
H -2.21280 -2.52977 3.45874 0.3 -0.2 -0.6
H -1.04739 -0.67135 3.23514 -0.3 0.4 -0.5
H -0.42028 0.16418 4.61041 0.6 -0.3 0.3
H -1.92755 0.61113 4.14786 -1.3 -0.9 0.1
H 0.29431 -1.97466 4.24795 0.3 0.1 0.0
H 1.18281 -3.07880 5.02058 0.1 0.0 -0.2
C -2.16457 2.41598 -1.12971 0.8 -0.9 0.6
C -1.50066 1.27522 -1.94734 -0.8 1.3 0.5
C -0.31390 0.63433 -1.28375 0.2 0.3 1.7
O -0.63209 -0.06827 -0.01686 -0.9 0.5 -2.0
C -0.11339 -1.40951 0.07568 0.1 2.0 1.1
N -2.53263 0.33620 -2.23335 -0.7 -1.3 -0.3
H -2.92573 2.99183 -1.65615 0.3 -0.1 -0.1
H -1.40597 3.03067 -0.64516 0.0 0.5 -0.4
H -2.64272 1.93123 -0.27854 -0.3 0.0 -0.1
H -1.16234 1.67243 -2.90434 0.4 0.3 0.0
H 0.36319 1.42421 -0.95859 0.3 0.1 -0.2
H 0.19542 0.03155 -2.03566 0.1 -0.6 0.4
H 0.95281 -1.21766 -0.04480 0.1 -1.3 -0.4
H -0.63986 -2.13501 -0.54446 0.4 0.0 -0.3
H -0.29621 -1.59279 1.13449 0.2 -0.7 0.0
H -2.17379 -0.60789 -2.23796 -0.1 -0.1 -0.1
H -3.26691 0.36472 -1.54044 -0.1 -0.1 0.2
C 3.70800 -2.68955 -0.30176 -0.1 -0.7 0.4
C 4.18156 -1.84145 -1.42870 0.1 1.3 0.8
C 5.18912 -2.52870 -2.35681 2.0 1.6 -1.3
O 6.59889 -2.69749 -1.90337 -0.4 -0.3 0.1
C 7.49107 -2.91708 -3.01594 -0.7 0.1 -0.4
N 3.01340 -1.19797 -2.07831 0.3 -1.2 0.4
H 4.59597 -2.95721 0.27091 -0.1 -0.2 0.2
H 3.22583 -3.60766 -0.63746 -0.2 0.0 0.0
H 3.02295 -2.13476 0.33935 0.0 -0.2 0.0
H 4.58741 -0.98851 -0.88476 1.2 0.0 -0.4
H 5.34231 -1.76089 -3.11516 -0.3 0.0 -0.7
H 4.85585 -3.42267 -2.88393 -0.3 -0.3 0.4
H 8.57285 -2.88561 -2.88615 -0.1 0.2 1.5
H 7.36729 -2.13996 -3.77017 -0.5 0.0 -0.3
H 7.36925 -3.89975 -3.47159 -0.6 -0.1 -0.1
H 2.36509 -1.95339 -2.24899 -0.5 0.3 -0.5
H 3.19052 -0.62834 -2.89332 0.3 -0.3 -0.2
C 3.13699 4.67681 3.99434 -1.9 -0.5 -1.8
C 2.09649 3.53309 4.16849 0.9 -1.8 1.1
C 1.74116 2.55867 2.99887 1.4 1.9 -0.8
O 2.91063 1.91692 2.51138 0.8 -0.2 0.6
C 2.77426 0.80707 1.60415 -1.1 0.9 1.6
N 2.59202 2.77787 5.34357 -0.1 -0.2 0.2
H 4.06851 4.37780 3.51376 0.0 -0.5 0.3
H 3.32234 5.15430 4.95650 -0.2 0.3 -0.3
H 2.63524 5.29617 3.25088 0.4 1.0 0.2
H 1.11712 3.83632 4.53862 -0.1 1.0 -0.5
H 1.43453 3.19927 2.17201 -0.8 0.1 -0.1
H 0.90033 1.92974 3.29136 0.2 -0.5 0.1
H 2.65558 1.13611 0.57180 0.1 -0.1 -0.1
H 1.86181 0.35299 1.99060 -0.2 -0.9 -0.7
H 3.62083 0.14066 1.76945 0.0 0.1 -0.3
H 3.02371 1.90068 5.09001 0.2 0.0 -0.2
H 3.30409 3.39381 5.70918 0.2 -0.7 0.6
O 0.89438 -3.15617 -3.05050 0.4 -0.2 0.1
H 1.23029 -2.75714 -3.85311 0.1 0.0 -0.3
H -0.05677 -3.14640 -3.15752 -0.5 0.2 0.1
O -1.94237 -2.26564 -3.53181 0.8 -0.1 -0.5
H -2.33711 -2.73923 -2.79961 -0.9 -0.2 0.8
H -1.93031 -2.89946 -4.24900 -0.2 -0.2 -0.3
O -5.89467 1.43734 -2.40892 -0.8 -0.1 1.1
H -6.58891 1.92939 -2.84726 -0.2 0.1 0.0
H -5.19161 1.38561 -3.05642 0.9 -0.2 -0.9
O 1.74932 -3.69320 1.87599 0.3 -0.3 -1.0
H 2.58724 -3.60281 2.32981 0.1 0.0 0.1
H 1.09129 -3.55054 2.55634 -0.2 0.3 0.8
O -0.89321 -0.34928 -5.52038 0.3 0.4 -0.3
H -1.38988 -0.84164 -4.86683 -0.4 -0.1 0.5
H -0.03177 -0.76644 -5.53150 0.2 -0.2 -0.1
O -2.84904 0.98620 1.94433 -0.6 0.0 0.5
H -2.53097 1.87731 1.79947 0.1 0.1 -0.4
H -2.32977 0.44621 1.34850 0.5 -0.2 -0.5
O 0.62703 2.59590 -4.55479 0.3 0.3 0.3
H 0.23689 2.82293 -5.39888 -0.1 0.0 -0.2
H 0.62438 1.63884 -4.53884 -0.2 -0.3 -0.1
O -3.74618 -2.93767 -1.21296 1.0 -0.7 -0.2
H -3.39026 -2.37035 -0.52908 -0.1 0.2 0.2
H -4.55431 -2.50443 -1.48768 -0.4 0.1 -0.3
O -4.75700 -0.66921 0.11443 0.1 -0.1 -0.2
H -5.60340 -0.24237 -0.01840 -0.2 0.4 0.0
H -4.64461 -0.68878 1.06481 0.1 0.2 0.3
O 3.00043 3.25668 -2.08284 0.2 0.2 0.2
H 3.27929 2.38996 -2.37825 0.1 -0.2 -0.1
H 2.07415 3.30432 -2.31940 -0.3 0.0 -0.2
O -2.69662 5.40226 -2.10926 0.0 0.3 0.3
H -2.86251 6.16902 -1.56082 -0.2 0.2 0.1
H -1.76663 5.46051 -2.32826 0.4 0.0 0.1
O -2.75665 3.97259 -4.30195 -0.1 -0.6 -0.6
H -1.93943 4.37121 -4.60111 0.2 -0.1 -0.2
H -2.95513 4.42039 -3.47958 -0.4 0.3 0.3
O -1.72844 3.83225 2.16633 0.1 -0.2 -0.2
H -2.22161 3.35771 2.83553 -0.1 0.0 0.4
H -1.69297 4.73309 2.48801 0.0 0.3 0.0
O -5.83087 -1.66962 -2.58695 0.0 -0.4 0.2
H -5.87260 -0.94266 -1.96564 0.0 0.5 -0.1
H -6.36513 -1.38317 -3.32772 0.0 0.1 -0.2
O -3.97556 1.21552 -4.35482 -1.2 0.3 -0.9
H -3.29961 0.75597 -3.85668 0.6 -0.5 0.9
H -3.69715 2.13132 -4.34890 0.4 0.5 -0.3
```
Positions in Å, forces in eV/Å.

Look up the total charge of the first one. +3

Which value of electronic energy does entry 3 give? -1115.00466 Eh

What did the first record say?
The following is a DFT calculation (ωB97M-V/def2-TZVPD) of C10H13N2O3ReS4Sb as an isolated structure.

- Kohn-Sham gap: 7.14 eV
- Total charge: +3
- Electronic energy: -2634.33791 Eh
- Molar mass: 645.46 u

```
34
Properties=species:S:1:pos:R:3:forces:R:3
Re -0.27964 -0.03905 -0.07601 0.3 -0.1 -0.8
O 2.25896 -3.00340 -0.97736 0.0 0.0 -0.1
C 1.27024 -2.37585 -0.91548 -0.1 -0.1 0.0
O 1.25566 -1.02796 -0.57233 0.0 0.2 0.0
C -0.12901 -2.81083 -1.17670 0.1 0.0 -0.1
C -0.43141 -4.05350 -1.67894 -0.1 0.0 0.0
C -1.76449 -4.34002 -1.95942 0.0 0.0 0.0
C -2.72211 -3.36089 -1.73000 0.0 0.0 0.0
C -2.34163 -2.13530 -1.22037 -0.1 0.0 0.1
N -1.05414 -1.86253 -0.93857 0.1 0.0 0.1
H 0.36861 -4.76219 -1.84992 0.0 0.0 0.0
H -2.04573 -5.30467 -2.36180 0.0 0.0 0.0
H -3.76711 -3.53529 -1.94644 0.0 0.0 0.0
H -3.07023 -1.36382 -1.01841 0.0 0.0 0.0
S -3.06061 4.68571 0.01399 -0.1 -0.1 0.0
Sb -4.14746 2.86130 0.28003 -0.3 0.2 0.1
S -0.91786 -0.38051 1.82799 -0.3 -0.1 0.5
S -1.73257 1.03938 -1.14961 0.1 0.0 0.0
S -5.41120 1.17662 0.67944 0.1 0.1 0.0
C 4.24107 2.89950 -0.50379 0.0 0.0 0.0
N 3.03465 2.38321 0.17565 -0.1 0.0 0.0
C 2.99705 2.55674 1.63609 0.0 0.0 0.0
C 2.10209 1.79384 -0.49778 0.2 -0.1 0.0
C 2.20613 1.61415 -1.97351 0.0 0.0 0.0
O 1.03315 1.37580 0.15776 -0.1 0.0 0.1
H 4.83897 3.42935 0.23036 0.0 0.0 0.0
H 3.96569 3.58890 -1.29879 0.0 0.0 0.0
H 4.82415 2.07359 -0.90832 0.0 0.0 0.0
H 3.85130 2.03541 2.06552 0.0 0.0 0.0
H 2.07622 2.16224 2.04636 0.0 0.0 0.0
H 3.07928 3.61877 1.85965 0.0 0.0 0.0
H 2.29232 2.58516 -2.46493 0.0 0.0 0.0
H 1.33397 1.10354 -2.37228 0.0 0.0 0.0
H 3.09925 1.04018 -2.22560 0.0 0.0 0.0
```
Positions in Å, forces in eV/Å.